Run i
This record from OMol25 describes a cluster of 3 separate species, C6H18N2O2 in total. The level of theory is ωB97M-V with the def2-TZVPD basis set.

```
! wB97M-V def2-TZVPD RIJCOSX def2/J DEFGRID3
* xyz 0 1
C -2.6816 -0.2276 -0.8655
C -2.0308 1.1107 -1.5010
C -0.5979 0.8692 -1.7800
C 0.4424 1.1564 -0.9225
N 1.7640 0.8204 -1.1402
C 2.7591 1.0473 -0.1286
C 2.7184 0.0989 1.1869
N -2.2088 -1.4431 -1.6471
H -2.4918 -0.5327 0.1998
H -3.7124 -0.2284 -1.1276
H -2.0773 1.8297 -0.7336
H -2.6241 1.1778 -2.3829
H -0.4168 0.7769 -2.9597
H 0.0972 1.5546 0.0645
H 1.9762 1.0351 -2.1297
H 3.7819 1.0336 -0.5726
H 2.5133 2.0975 0.4264
H 3.4451 -0.7323 1.0935
H 1.7031 -0.3946 1.2707
H 2.6662 0.6464 2.1769
H -2.1748 -1.1635 -2.6258
H -1.3382 -1.6315 -1.2383
H -0.2187 -3.1223 2.0343
H 1.0491 -2.4884 1.3963
O 0.2189 -2.2627 1.7854
H -0.4666 0.5465 2.8881
H -0.2177 -0.9907 3.1836
O -0.4736 -0.1602 3.5411
*
```

Values from the calculation:
HOMO level = -7.732 eV
E_LUMO = 0.456 eV
Orbital gap = 8.19 eV

Run ii
This record from OMol25 describes a cluster of 3 separate species, C6H18N2O2 in total. The level of theory is ωB97M-V with the def2-TZVPD basis set.

```
! wB97M-V def2-TZVPD RIJCOSX def2/J DEFGRID3
* xyz 0 1
C 2.6927 0.2614 -0.6989
C 1.3841 -0.6791 -0.1884
C 0.1879 0.0370 0.3682
C -0.4806 0.9804 -0.5961
C -0.2395 2.2483 -0.9140
C -2.0877 -0.7292 -1.7610
N -1.8299 0.4977 -1.0684
N 1.9848 -1.4405 1.0059
H 3.5415 -0.5318 -0.8957
H 2.3941 0.9108 -1.6165
H 2.9799 1.0090 0.0341
H 1.1505 -1.2719 -1.0628
H -0.6957 -0.6819 0.7787
H 0.4493 0.5255 1.3109
H -0.7261 2.9595 -1.7032
H 0.7035 2.8135 -0.4964
H -3.1273 -1.1158 -1.4938
H -1.4017 -1.5667 -1.5471
H -1.9904 -0.4919 -2.8653
H -2.4957 1.1898 -1.5373
H 1.4363 -2.2140 1.1950
H 2.9503 -1.6292 0.7508
H 0.9804 -0.5167 2.9796
H -0.0459 -1.5723 2.1001
O 0.0991 -0.9473 2.8221
H -2.2255 0.7280 2.3661
H -2.6347 0.5027 0.9433
O -2.9537 0.7247 1.7903
*
```

Values from the calculation:
HOMO level = -8.452 eV
E_LUMO = 0.615 eV
Orbital gap = 9.07 eV

Which structure is the most stable? The one labeled run i.

Run i
This record from OMol25 describes the ion C5H9N2 with charge +1. The level of theory is ωB97M-V with the def2-TZVPD basis set.

```
! wB97M-V def2-TZVPD RIJCOSX def2/J DEFGRID3
* xyz 1 1
C 0.9532 0.0758 0.6224
C -0.5637 1.6627 -1.7279
C -0.2236 -0.8337 0.9696
C -0.3458 0.7349 0.5257
C -0.0152 -2.3074 0.3937
N 0.2039 -2.4435 -0.8349
N -0.9540 1.6080 -0.5178
H 1.6948 0.3672 1.4304
H 1.4052 -0.2035 -0.2410
H -1.0643 2.2165 -2.4196
H 0.4038 1.1929 -2.1836
H -0.5018 -0.7216 1.9877
H -0.5634 1.1782 1.3903
H 0.0530 -2.9899 1.1254
H 0.3715 -3.3783 -1.1735
H -1.8138 2.1314 -0.4210
*
```

Values from the calculation:
HOMO level = -13.783 eV
E_LUMO = -5.179 eV
Orbital gap = 8.60 eV

Run ii
This record from OMol25 describes the ion C5H9N2 with charge +1. The level of theory is ωB97M-V with the def2-TZVPD basis set.

```
! wB97M-V def2-TZVPD RIJCOSX def2/J DEFGRID3
* xyz 1 1
C 1.5910 -0.0996 0.0653
C 0.9550 1.2606 -0.1029
C -1.3835 -1.0711 0.0523
C -1.1960 0.2406 0.8534
C -0.2949 -0.6543 -0.8493
N 2.7005 -0.5469 0.2715
N -0.4855 0.7566 -0.3475
H 0.9665 1.9608 0.8291
H 1.4621 1.6217 -0.9412
H -1.3093 -2.0888 0.5643
H -2.3643 -1.2381 -0.5170
H -1.9067 0.8937 1.2549
H -0.3371 -0.0428 1.5647
H -0.2292 -0.8160 -1.9000
H 2.9398 -1.5087 0.3119
H -1.1084 1.3323 -1.1096
*
```

Values from the calculation:
HOMO level = -13.054 eV
E_LUMO = -3.873 eV
Orbital gap = 9.18 eV

Run iii
This record from OMol25 describes the ion C5H9N2 with charge +1. The level of theory is ωB97M-V with the def2-TZVPD basis set.

```
! wB97M-V def2-TZVPD RIJCOSX def2/J DEFGRID3
* xyz 1 1
C 1.9628 -0.9382 -0.2593
C 0.9509 0.9350 0.1855
C 0.6173 -1.4238 0.2222
C -0.0771 -0.1101 0.4858
C -1.3764 0.0181 -0.3466
N 2.2278 0.2690 -0.2656
N 0.8353 2.2007 0.0858
H 2.6386 -1.6763 -0.5567
H 0.1834 -2.0385 -0.4608
H 0.5843 -2.1471 0.9336
H -0.2956 -0.0924 1.5599
H -2.1047 -0.7619 0.0778
H -1.1574 -0.2488 -1.4375
H -1.8340 0.9893 -0.1648
H 0.1185 2.8113 0.3760
H 1.7299 2.7205 0.0993
*
```

Values from the calculation:
HOMO level = -15.442 eV
E_LUMO = -4.853 eV
Orbital gap = 10.59 eV

Which structure is the most stable? The one labeled run iii.

Run i
This record from OMol25 describes a cluster of 2 separate species, C4H12 in total. The level of theory is ωB97M-V with the def2-TZVPD basis set.

```
! wB97M-V def2-TZVPD RIJCOSX def2/J DEFGRID3
* xyz 0 1
C -0.1284 1.5038 -0.6647
C -1.1842 1.8142 -1.8042
H 0.3591 0.5946 -0.7270
H 0.5820 2.4495 -0.6017
H -0.7562 1.5487 0.2336
H -2.0348 1.0036 -1.7344
H -0.8461 1.7739 -2.8373
H -1.5293 2.8707 -1.7028
C 0.9889 -1.1362 1.5839
C 0.4035 -2.2537 0.8293
H 0.9968 -0.2557 0.8910
H 0.5268 -0.8886 2.5095
H 2.0153 -1.2593 1.8669
H 1.1270 -2.8491 0.3505
H -0.4709 -1.8852 0.2751
H -0.0497 -3.0311 1.5323
*
```

Values from the calculation:
HOMO level = -11.308 eV
E_LUMO = 1.114 eV
Orbital gap = 12.42 eV

Run ii
This record from OMol25 describes a cluster of 2 separate species, C4H12 in total. The level of theory is ωB97M-V with the def2-TZVPD basis set.

```
! wB97M-V def2-TZVPD RIJCOSX def2/J DEFGRID3
* xyz 0 1
C 1.9990 -1.7120 0.4044
C 1.8980 -0.2584 0.8225
H 1.9682 -2.5721 1.0667
H 1.3201 -1.9430 -0.4195
H 2.9937 -1.7950 -0.0582
H 1.1683 0.0015 1.5945
H 1.6513 0.3090 -0.0767
H 2.8272 0.1656 1.2087
C -1.7536 1.3585 -1.2458
C -2.1943 0.6343 0.0149
H -0.7312 1.6992 -1.0507
H -1.7135 0.6095 -2.0341
H -2.3180 2.2721 -1.4144
H -1.4738 -0.1411 0.2961
H -3.1698 0.1448 0.0328
H -2.1621 1.2663 0.9136
*
```

Values from the calculation:
HOMO level = -11.631 eV
E_LUMO = 1.103 eV
Orbital gap = 12.73 eV

Run iii
This record from OMol25 describes a cluster of 2 separate species, C4H12 in total. The level of theory is ωB97M-V with the def2-TZVPD basis set.

```
! wB97M-V def2-TZVPD RIJCOSX def2/J DEFGRID3
* xyz 0 1
C -1.9652 0.3777 -0.2345
C -1.5049 0.1130 -1.6676
H -1.1203 0.3181 0.4628
H -2.4596 1.3502 -0.1855
H -2.6375 -0.3602 0.2108
H -1.0597 -0.8825 -1.6973
H -0.7402 0.8236 -1.9783
H -2.3689 0.0917 -2.3284
C 1.6095 -0.2390 0.1602
C 1.7998 -0.2380 1.6874
H 0.7425 -0.7811 -0.1867
H 1.6666 0.7920 -0.2085
H 2.5135 -0.6388 -0.3183
H 2.7268 -0.7319 1.9735
H 1.8106 0.7667 2.1070
H 0.9869 -0.7615 2.2035
*
```

Values from the calculation:
HOMO level = -11.652 eV
E_LUMO = 1.161 eV
Orbital gap = 12.81 eV

Run iv
This record from OMol25 describes a cluster of 2 separate species, C4H12 in total. The level of theory is ωB97M-V with the def2-TZVPD basis set.

```
! wB97M-V def2-TZVPD RIJCOSX def2/J DEFGRID3
* xyz 0 1
C -1.2639 -0.2467 -1.1376
C -1.0416 1.2738 -1.3890
H -2.2402 -0.6135 -0.8214
H -0.9494 -0.6866 -2.0773
H -0.6247 -0.4442 -0.2729
H -1.4373 1.8526 -0.5462
H -1.3804 1.5613 -2.3780
H 0.0207 1.4600 -1.2030
C 1.7357 -0.7680 0.8120
C 0.5406 -0.2991 1.6355
H 2.2010 -1.6733 1.2056
H 1.4765 -1.0532 -0.2095
H 2.4215 0.0792 0.8223
H 0.7492 0.3115 2.5184
H -0.1193 -1.0816 2.0257
H -0.0882 0.3279 1.0155
*
```

Values from the calculation:
HOMO level = -11.274 eV
E_LUMO = 1.174 eV
Orbital gap = 12.45 eV

Which structure is the most stable? The one labeled run iii.

Run i
This record from OMol25 describes a cluster of 2 separate species, C4H12 in total. The level of theory is ωB97M-V with the def2-TZVPD basis set.

```
! wB97M-V def2-TZVPD RIJCOSX def2/J DEFGRID3
* xyz 0 1
C -0.4688 -1.7858 -1.1893
C 0.7061 -1.7585 -2.1588
H -0.2662 -1.2556 -0.2615
H -1.3545 -1.3188 -1.6183
H -0.7566 -2.8055 -0.9426
H 0.5230 -2.4688 -2.9675
H 1.6513 -2.0713 -1.7144
H 0.8300 -0.7604 -2.5764
C -0.3781 1.2537 1.1783
C 0.1655 2.2804 2.1780
H -0.4247 0.2719 1.6452
H -1.3709 1.5592 0.8512
H 0.2628 1.2063 0.2991
H 0.0380 3.2882 1.7801
H 1.2264 2.1363 2.3784
H -0.3835 2.2288 3.1184
*
```

Values from the calculation:
HOMO level = -11.767 eV
E_LUMO = 1.130 eV
Orbital gap = 12.90 eV

Run ii
This record from OMol25 describes a cluster of 2 separate species, C4H12 in total. The level of theory is ωB97M-V with the def2-TZVPD basis set.

```
! wB97M-V def2-TZVPD RIJCOSX def2/J DEFGRID3
* xyz 0 1
C -0.9530 -2.1272 -0.1743
C 0.1185 -2.1199 0.8885
H -0.4617 -2.3667 -1.1224
H -1.2897 -1.1008 -0.3164
H -1.6096 -2.9803 0.0131
H 0.9932 -1.4793 0.7587
H 0.6523 -3.0958 0.9817
H -0.3695 -1.9198 1.8555
C 0.5432 1.5876 0.1137
C 0.1707 2.7424 -0.8306
H 1.4531 1.1032 -0.2759
H -0.2152 0.8089 0.1518
H 0.8271 1.9533 1.1262
H -0.9334 2.7514 -1.0453
H 0.6843 2.5665 -1.7802
H 0.3897 3.6765 -0.3442
*
```

Values from the calculation:
HOMO level = -11.611 eV
E_LUMO = 1.152 eV
Orbital gap = 12.76 eV

Which structure is the most stable? The one labeled run i.